Record 1
{"formula": "C3H7NO3", "method": "ωB97M-V with the def2-TZVPD basis set", "elements": ["C", "C", "C", "N", "O", "O", "O", "H", "H", "H", "H", "H", "H", "H"], "xyz": [[-0.224, -0.212, -0.481], [2.030, 1.071, -0.180], [1.246, -0.144, 0.165], [-2.756, -0.101, 0.497], [-0.699, -1.470, -0.299], [1.598, -1.097, 0.813], [-2.033, 0.639, -0.303], [-0.242, 0.123, -1.513], [1.901, 1.326, -1.230], [3.086, 0.928, 0.050], [1.636, 1.901, 0.408], [-2.519, -0.016, 1.486], [-2.874, -1.064, 0.188], [-0.151, -1.884, 0.398]], "forces_ev_per_a": [[-0.098, -0.876, -0.053], [0.444, -0.035, 0.202], [-2.415, 0.432, -0.608], [-0.464, -0.228, 0.370], [0.272, 0.205, 0.031], [0.199, 0.188, 0.118], [2.058, 0.052, 0.277], [0.011, -0.025, 0.009], [-0.030, -0.022, -0.006], [-0.072, 0.047, 0.003], [-0.012, 0.067, 0.019], [-0.070, -0.030, -0.256], [0.162, 0.126, 0.072], [0.014, 0.099, -0.177]], "mulliken_charge": [-0.185, -1.150, 1.043, -0.294, -0.493, -0.584, -0.364, 0.179, 0.347, 0.335, 0.297, 0.239, 0.258, 0.372], "mol_weight_g_mol": 105.09, "gap_ev": [7.879, 8.296], "e_tot_ev": -10852.9470, "e_lumo_ev": [-0.1, -0.1], "de_lowest_kcal_mol": 125.0, "homo_energy_ev": [-8.03, -8.44], "charge": 0}

Record 2
{"formula": "C9H6Cl2O2", "method": "ωB97M-V with the def2-TZVPD basis set", "elements": ["C", "C", "C", "O", "C", "C", "C", "Cl", "C", "Cl", "C", "C", "O", "H", "H", "H", "H", "H", "H"], "xyz": [[-1.067, 3.266, -0.102], [-0.786, 1.822, -0.170], [-1.603, 0.991, -0.956], [-1.400, -0.365, -1.107], [-0.348, -0.899, -0.425], [-0.058, -2.259, -0.587], [1.033, -2.869, 0.047], [1.309, -4.564, -0.165], [1.834, -2.097, 0.870], [3.186, -2.836, 1.785], [1.543, -0.743, 1.052], [0.449, -0.112, 0.411], [0.233, 1.255, 0.573], [-0.364, 3.823, -0.704], [-2.070, 3.509, -0.463], [-0.976, 3.616, 0.940], [-2.405, 1.468, -1.498], [-0.717, -2.834, -1.230], [2.205, -0.174, 1.728]], "forces_ev_per_a": [[0.373, 0.452, 0.962], [-2.945, -3.849, -2.586], [2.676, 2.578, 2.395], [-0.616, -0.095, -0.362], [0.664, -0.178, 0.365], [-0.126, 0.363, -0.043], [-0.562, 0.272, -0.152], [-0.065, 0.219, -0.057], [0.410, -0.034, 0.644], [-0.994, 0.696, -0.739], [-0.125, 0.922, 0.178], [0.837, -0.645, 0.050], [0.527, 0.113, 0.350], [0.338, 0.280, -0.109], [0.170, -0.288, 0.074], [-0.072, -0.011, -0.341], [-0.106, -0.616, -0.209], [0.170, 0.005, 0.086], [-0.554, -0.183, -0.507]], "mulliken_charge": [-1.232, 0.596, -0.337, -0.392, 0.599, -0.795, 0.298, -0.192, 0.178, -0.205, -0.660, 0.407, -0.371, 0.272, 0.359, 0.304, 0.320, 0.439, 0.412], "mol_weight_g_mol": 217.05, "gap_ev": 8.657, "e_tot_ev": -38568.8637, "e_lumo_ev": 0.8, "de_lowest_kcal_mol": 1.8, "homo_energy_ev": -7.89, "charge": 0}

Record 3
{"formula": "C31H38BiN8O2S2", "method": "ωB97M-V with the def2-TZVPD basis set", "elements": ["Bi", "C", "C", "N", "N", "C", "O", "C", "C", "C", "C", "C", "C", "C", "C", "C", "C", "C", "N", "H", "H", "H", "H", "H", "H", "H", "H", "H", "H", "H", "H", "C", "N", "C", "C", "C", "N", "C", "C", "H", "H", "H", "H", "H", "H", "H", "H", "H", "H", "H", "H", "H", "H", "H", "H", "O", "N", "C", "C", "C", "C", "C", "S", "H", "H", "H", "H", "N", "C", "S", "C", "C", "C", "N", "C", "C", "H", "H", "H", "H", "H", "H"], "xyz": [[-0.510, -0.998, -0.617], [0.223, 2.220, -3.793], [0.470, 1.181, -2.745], [-0.273, 1.154, -1.618], [-0.988, 2.219, -1.320], [-1.447, 2.191, -0.094], [-1.106, 1.290, 0.728], [-2.247, 3.359, 0.343], [-2.784, 3.354, 1.602], [-3.330, 4.538, 2.072], [-3.422, 5.670, 1.256], [-3.055, 5.560, -0.038], [-2.413, 4.435, -0.526], [1.551, 0.240, -2.826], [2.420, 0.230, -3.925], [3.521, -0.646, -3.903], [3.787, -1.380, -2.755], [2.767, -1.400, -1.742], [1.807, -0.508, -1.696], [-0.590, 2.861, -3.332], [-0.081, 1.849, -4.785], [1.180, 2.729, -4.070], [-2.892, 2.421, 2.214], [-3.646, 4.518, 3.081], [-3.923, 6.637, 1.589], [-3.429, 6.268, -0.774], [-2.138, 4.355, -1.570], [2.155, 0.768, -4.820], [4.238, -0.712, -4.726], [4.689, -1.921, -2.689], [2.751, -2.130, -0.887], [-1.119, -0.867, 3.193], [-1.178, -1.906, 2.096], [-0.435, -3.140, 2.394], [-2.588, -2.192, 1.874], [-3.338, -1.133, 1.037], [-3.047, -1.137, -0.424], [-3.698, -2.355, -1.079], [-3.566, 0.138, -1.048], [-1.745, -1.086, 4.120], [-1.456, 0.069, 2.763], [-0.055, -0.664, 3.432], [-0.863, -3.753, 3.213], [0.560, -2.838, 2.765], [-0.467, -3.774, 1.485], [-3.168, -2.306, 2.846], [-2.752, -3.178, 1.399], [-3.054, -0.134, 1.387], [-4.417, -1.329, 1.254], [-4.684, -2.562, -0.590], [-3.025, -3.252, -0.937], [-3.887, -2.128, -2.130], [-3.057, 0.381, -1.980], [-3.442, 0.953, -0.355], [-4.657, 0.081, -1.314], [-1.201, -1.848, -2.721], [-0.461, -2.723, -3.444], [-0.683, -2.799, -4.787], [-0.023, -3.807, -5.501], [0.926, -4.607, -4.812], [1.025, -4.592, -3.428], [0.291, -3.635, -2.682], [0.401, -3.584, -0.954], [-1.410, -2.195, -5.239], [-0.110, -3.971, -6.573], [1.710, -5.236, -5.323], [1.680, -5.244, -2.852], [6.372, 2.811, 3.926], [5.305, 2.732, 4.790], [5.270, 3.599, 6.201], [4.357, 1.675, 4.527], [3.037, 1.807, 5.048], [2.125, 0.751, 4.863], [2.438, -0.351, 4.158], [3.656, -0.346, 3.553], [4.653, 0.520, 3.795], [6.964, 3.651, 4.038], [6.089, 2.496, 3.001], [2.770, 2.729, 5.577], [1.208, 0.777, 5.436], [3.788, -1.228, 2.921], [5.673, 0.377, 3.444]], "forces_ev_per_a": [[0.736, 2.169, 0.142], [-0.008, 0.688, 0.035], [0.194, -0.735, -0.056], [1.673, -1.952, -0.847], [-1.722, 1.328, -0.280], [1.102, 0.169, -0.343], [-0.835, -1.413, 0.803], [0.899, -0.815, -1.206], [-0.864, -0.066, 1.060], [0.315, 0.137, -0.297], [-1.425, 0.940, 2.147], [-0.086, -0.012, -2.392], [-0.469, 0.006, 0.536], [-0.640, 1.860, 0.537], [1.044, -1.793, -0.508], [-0.529, 1.561, -0.097], [-2.208, -0.208, 1.217], [2.254, -0.424, 0.111], [-1.682, -1.055, -0.811], [1.253, -0.265, -1.003], [-0.361, -0.358, 0.431], [-0.780, 0.241, 0.668], [0.684, 1.011, -0.641], [-0.581, 0.403, 0.895], [0.720, -1.525, -0.188], [0.516, 0.425, 0.210], [0.172, -0.053, 0.212], [0.068, 0.143, -0.061], [-0.377, 0.215, 0.122], [0.612, -0.914, 0.255], [0.508, 0.792, -0.931], [0.673, -0.240, -0.283], [-0.762, 0.341, 1.348], [-0.094, 0.137, 0.439], [-1.329, -0.515, -0.119], [-0.025, -0.127, 0.496], [-1.343, -0.435, -0.428], [0.540, 0.152, 0.975], [-1.039, -0.832, -0.258], [0.831, -0.193, -1.073], [-0.249, 0.145, -0.053], [-0.598, -0.438, 0.150], [-0.190, 0.354, -0.152], [-0.181, -0.383, -0.671], [0.516, 0.352, 0.571], [0.691, 0.289, -0.735], [0.482, 0.311, -0.018], [-0.187, -0.160, 0.080], [0.493, 0.428, -0.471], [0.692, 0.218, -0.266], [-0.767, 0.979, -0.414], [0.372, -0.248, 0.142], [0.293, -0.215, 0.107], [0.106, 0.169, 0.158], [0.768, -0.231, 0.466], [0.363, 0.206, -0.610], [-0.520, -0.378, 1.929], [1.716, -2.719, 0.415], [0.978, 0.237, 0.813], [0.833, -0.510, 0.155], [-0.494, 1.026, -0.202], [0.151, 0.058, -1.292], [-0.325, -0.482, -0.876], [-0.742, 1.081, -0.056], [-0.270, 0.485, 0.274], [-1.437, 0.525, 0.163], [-0.089, 0.132, -0.374], [-1.052, 0.563, 0.102], [2.089, 0.724, 1.220], [-0.015, 0.016, -0.534], [-2.637, -0.486, 0.409], [0.653, -0.303, -0.688], [1.607, -0.068, 0.238], [0.239, 1.393, -0.314], [-2.136, -2.596, 0.197], [1.325, 1.938, 0.209], [-0.587, -0.935, -0.318], [0.762, 0.371, -0.069], [0.078, -0.563, -0.156], [-0.348, -0.151, -0.333], [0.297, 0.269, 0.142], [-0.316, -0.191, -0.154]], "mulliken_charge": [1.937, -1.345, 0.430, 0.698, -0.829, -0.388, -0.632, 0.874, -0.147, -0.580, -0.506, -0.465, -0.454, 0.519, -0.944, -0.346, -1.108, 0.140, -0.225, 0.193, 0.288, 0.361, 0.131, 0.467, 0.275, 0.333, 0.347, 0.363, 0.414, 0.462, 0.361, -0.458, 0.761, -0.944, -1.076, -0.185, 0.460, -1.191, -1.018, 0.250, 0.121, -0.081, 0.305, 0.095, 0.330, 0.350, 0.461, -0.263, 0.386, 0.316, 0.238, 0.395, 0.261, 0.229, 0.392, -0.713, 0.519, -0.331, -0.639, -0.223, -0.706, 0.365, -0.602, 0.519, 0.369, 0.311, 0.401, -0.435, 0.051, -0.327, 0.925, -0.546, -0.397, -0.444, -0.341, -0.622, 0.264, 0.247, 0.320, 0.402, 0.406, 0.472], "mol_weight_g_mol": 827.81, "gap_ev": [4.238, 6.155], "e_tot_ev": -76284.9021, "multiplicity": 2, "e_lumo_ev": [-0.5, -0.5], "s2": 0.767, "de_lowest_kcal_mol": 13.5, "homo_energy_ev": [-4.75, -6.67], "charge": 0}